1.
Formula: C7H13FO3S
Source: the Open Molecules 2025 dataset
Level of theory: wB97M-V/def2-TZVPD

Computed properties:
Charge: 0
Kohn-Sham gap, hartree: 0.361
E_LUMO, hartree: 0.0222
Strongest force on any atom, eV Å⁻¹: 1.89
Energy above the lowest of the compared OMol25 structures with the same formula, charge and spin, kcal per mole: 11.29
E_tot, Eh: -998.26498

Atoms and positions in Å:
1 C 2.46169 -0.00561 0.43790
2 C -1.95804 0.28453 1.45803
3 C -2.61973 0.48190 -0.95065
4 C -1.75057 -1.71424 -0.10591
5 C 3.89785 1.09060 -1.05505
6 C 1.14810 -0.75000 0.45962
7 C -1.69599 -0.20641 0.05009
8 O 3.11814 0.31018 1.38508
9 O 0.13500 1.73542 0.04054
10 O 2.75159 0.27257 -0.83887
11 F 0.74836 -1.03984 1.72431
12 S -0.01059 0.40305 -0.52641
13 H -1.44569 -0.32287 2.19854
14 H -1.60541 1.31118 1.54870
15 H -3.02481 0.26647 1.67373
16 H -2.39114 0.16372 -1.96624
17 H -2.49393 1.56065 -0.88990
18 H -3.66017 0.24241 -0.73867
19 H -1.37369 -2.01064 -1.08372
20 H -1.17383 -2.21663 0.66614
21 H -2.78148 -2.05586 -0.02364
22 H 4.08885 1.06599 -2.12432
23 H 4.75130 0.70133 -0.49731
24 H 3.69031 2.11038 -0.72696
25 H 1.19390 -1.67828 -0.11505

Forces on the atoms, in the same order (eV/Å):
0.290 0.116 0.021
0.135 0.048 0.093
0.122 0.054 -0.011
0.058 0.031 0.060
0.337 0.191 0.086
-0.698 0.182 -0.549
0.381 -0.034 -0.144
-0.157 -0.089 0.013
0.346 1.473 0.472
-0.093 -0.236 -0.024
0.080 0.180 0.187
-0.479 -1.825 0.057
0.016 -0.012 0.039
-0.043 0.061 0.084
-0.126 -0.029 -0.054
-0.044 -0.017 -0.125
-0.066 0.127 -0.027
-0.059 -0.056 0.079
-0.007 -0.126 -0.147
0.053 -0.058 0.054
-0.088 -0.017 -0.041
-0.017 0.001 0.053
-0.061 0.043 -0.092
0.006 -0.072 -0.021
0.113 0.064 -0.063

***

2.
Formula: C8H14
Source: the Open Molecules 2025 dataset
Level of theory: wB97M-V/def2-TZVPD

Computed properties:
Charge: -1
Kohn-Sham gap (spin up / spin down), hartree: 0.166 / 0.205
E_LUMO (spin up / spin down), hartree: 0.1481 / 0.1468
Strongest force on any atom, eV Å⁻¹: 5.96
Energy above the lowest of the compared OMol25 structures with the same formula, charge and spin, kcal per mole: 127.33
2S+1: 2
E_tot, Eh: -312.93910

Atoms and positions in Å:
1 C -3.08063 0.65480 -0.01268
2 C -2.62391 -0.79972 0.46223
3 C -1.17155 -1.10578 0.23151
4 C -0.29193 0.06584 0.44229
5 C 0.50129 0.50216 1.46580
6 C 3.35107 0.57756 -1.51630
7 C 2.62879 0.19645 -0.15157
8 C 1.15840 -0.04738 -0.19305
9 H -4.16301 0.77769 0.07012
10 H -2.49749 1.44685 0.59636
11 H -2.82506 0.74686 -1.07898
12 H -2.66960 -0.90866 1.56831
13 H -3.25284 -1.54856 0.04364
14 H -0.92877 -1.90499 0.92720
15 H -1.06573 -1.50245 -0.76234
16 H 0.73188 1.54193 1.72022
17 H 1.00389 -0.13185 2.16193
18 H 3.13370 -0.08844 -2.44532
19 H 3.32421 1.72917 -1.79197
20 H 4.45292 0.42552 -1.29608
21 H 3.33308 -0.01452 0.64518
22 H 0.95129 -0.61251 -1.08654

Forces on the atoms, in the same order (eV/Å):
1.365 -0.621 0.936
-0.359 2.122 1.475
0.294 0.375 0.088
3.833 -0.147 -3.842
0.013 1.615 5.735
0.839 -0.233 0.446
-2.897 0.149 -1.969
0.625 -0.135 -1.383
0.026 0.059 0.252
-1.068 -1.248 -1.151
0.094 0.207 0.336
-0.821 0.482 -0.448
-0.648 -0.707 -0.453
0.249 -0.644 0.196
0.501 -0.095 -0.760
-0.199 0.085 -0.510
0.322 -0.889 0.834
-0.048 1.215 1.382
-0.463 -2.260 0.369
-0.908 0.058 -0.397
-0.612 0.886 0.616
-0.139 -0.276 -1.753

***

3.
Formula: C27H50AgFN2O16PbS
Source: the Open Molecules 2025 dataset
Level of theory: wB97M-V/def2-TZVPD

Computed properties:
Charge: +3
Kohn-Sham gap (spin up / spin down), hartree: 0.271 / 0.186
E_LUMO (spin up / spin down), hartree: -0.3388 / -0.4240
Strongest force on any atom, eV Å⁻¹: 1.96
2S+1: 2
E_tot, Eh: -3209.01707

Atoms and positions in Å:
1 Pb 1.98935 3.54141 2.40270
2 Ag 4.23939 2.18214 -0.22964
3 C 3.56052 -2.74565 -1.02389
4 C 2.75187 -2.26109 -2.19370
5 C 1.85802 -3.31446 -2.75483
6 O 0.92996 -3.70118 -1.78142
7 C 0.21348 -4.83864 -2.23925
8 N 1.90398 -1.05228 -1.80039
9 H 1.16079 -1.04889 -2.50962
10 H 1.42115 -1.12898 -0.87129
11 H 2.48153 -0.20818 -1.82294
12 H 4.27237 -3.49574 -1.35220
13 H 2.91382 -3.09492 -0.22715
14 H 4.17163 -1.91722 -0.64045
15 H 3.44040 -1.90525 -2.95901
16 H 2.48677 -4.16421 -3.05608
17 H 1.33783 -3.01607 -3.68664
18 H -0.26416 -4.63835 -3.20906
19 H -0.62035 -5.06846 -1.57425
20 H 0.83385 -5.73463 -2.29644
21 C 1.19551 4.08733 -4.22332
22 C 0.23282 4.05214 -3.04429
23 C -1.21377 4.14897 -3.46050
24 O -1.99031 4.14124 -2.28977
25 C -3.38402 4.18565 -2.59323
26 N 0.48160 2.75592 -2.28169
27 H 1.49853 2.63577 -2.18666
28 H 0.07571 2.68045 -1.31105
29 H 0.15555 1.97580 -2.86167
30 H 1.00745 3.29447 -4.95041
31 H 2.24068 4.03137 -3.90029
32 H 1.11511 5.05021 -4.72848
33 H 0.43581 4.85670 -2.33928
34 H -1.51731 3.34858 -4.14885
35 H -1.31227 5.13861 -3.92888
36 H -3.64850 5.13368 -3.08648
37 H -3.96541 4.17805 -1.67747
38 H -3.69366 3.36596 -3.24862
39 C 5.12643 2.67099 3.10615
40 O 4.27601 2.86153 1.93791
41 H 6.12049 3.09003 2.93218
42 H 4.72047 3.19595 3.98081
43 H 5.26219 1.61079 3.32285
44 S 1.16563 1.08007 0.94153
45 O 1.25876 1.07898 2.42027
46 O 2.55275 1.04574 0.37347
47 O 0.39349 -0.03510 0.42202
48 O 0.63248 2.45185 0.56046
49 C -2.18474 -2.16674 -2.20846
50 C -2.60548 -0.75102 -1.95456
51 C -2.79011 0.07877 -3.27402
52 O -4.13842 0.45030 -3.32015
53 C -4.80955 -0.11059 -2.26156
54 O -5.95324 -0.10676 -2.09564
55 O -3.90804 -0.72652 -1.41710
56 H -1.88889 -2.66826 -1.28369
57 H -1.32194 -2.29998 -2.87824
58 H -2.91963 -2.81395 -2.69640
59 H -1.87115 -0.32326 -1.26648
60 H -2.58653 -0.53847 -4.15215
61 H -2.16984 0.97649 -3.32538
62 C -2.18719 1.14519 3.11642
63 C -2.48303 2.20030 2.03746
64 C -2.68283 1.61137 0.61558
65 O -4.11293 1.56747 0.46969
66 C -4.62785 2.55225 1.28678
67 O -5.66614 3.05577 1.15643
68 O -3.72677 2.82882 2.30548
69 H -1.18556 0.73069 3.03034
70 H -2.95892 0.37071 3.04768
71 H -2.31635 1.62599 4.08691
72 H -1.61511 2.86854 1.94952
73 H -2.20585 0.64203 0.50930
74 H -2.31802 2.33800 -0.11616
75 C 3.18898 -1.96670 2.53951
76 C 3.70373 -0.71503 3.23596
77 C 3.02935 -0.37602 4.59710
78 O 4.08792 -0.31962 5.54130
79 C 5.26447 -0.69928 4.96089
80 O 6.29410 -0.76226 5.50085
81 O 5.05144 -1.01338 3.64580
82 H 2.93573 -2.70744 3.30281
83 H 3.96483 -2.40187 1.91411
84 H 2.32426 -1.75145 1.90566
85 H 3.66187 0.13974 2.55350
86 H 2.33532 -1.17218 4.88740
87 H 2.50031 0.56854 4.56862
88 F -4.80587 -4.53540 1.80763
89 C -3.74970 -3.95049 2.15016
90 C -3.10943 -4.34062 3.34801
91 C -1.93954 -3.71239 3.63626
92 C -1.41010 -2.70901 2.75448
93 C -2.09179 -2.29813 1.58676
94 C -3.29220 -2.87978 1.30750
95 H -3.55217 -5.09661 3.98231
96 H -1.41989 -4.04834 4.52608
97 H -0.45792 -2.26200 3.02195
98 H -1.66422 -1.54287 0.94162
99 H -3.91979 -2.48562 0.51100

Forces on the atoms, in the same order (eV/Å):
1.541 -1.106 -0.002
1.062 0.500 0.436
0.382 0.889 0.380
0.538 0.104 0.145
-0.164 -0.718 -0.704
-0.141 0.023 0.116
-0.971 -0.372 -0.136
-0.371 -0.803 -0.184
0.122 0.537 0.247
0.457 0.193 -0.437
-0.408 -0.109 0.278
-0.144 -0.297 0.043
0.059 -0.304 0.075
-0.108 -0.142 0.085
-0.178 0.057 -0.227
0.055 0.089 0.069
0.093 0.232 0.195
0.344 -0.052 -0.034
0.267 0.252 0.310
0.198 0.157 -0.109
0.188 0.238 0.172
0.234 0.008 -0.282
-0.106 0.663 0.615
0.014 -0.642 0.115
-0.602 0.690 -0.289
0.090 -0.287 0.249
-0.376 0.081 0.139
0.199 0.260 -0.683
-0.158 0.141 0.204
-0.086 0.038 0.017
-0.086 -0.094 0.050
-0.142 -0.095 -0.072
0.065 -0.044 0.076
0.077 0.076 -0.138
-0.068 -0.308 -0.430
0.247 -0.196 -0.037
0.198 -0.277 0.218
0.106 -0.095 0.126
-0.025 0.314 -0.467
-1.722 0.548 0.603
-0.148 0.067 -0.155
-0.011 -0.192 -0.057
-0.188 0.019 0.034
1.016 0.303 0.052
0.078 0.650 -0.204
-1.063 -0.989 -0.360
-0.344 0.154 -0.256
-0.006 -0.198 0.039
0.601 -1.481 -0.304
-0.128 0.218 -1.404
0.584 -0.467 -0.009
-0.392 -0.148 0.762
1.690 -0.042 -0.351
-1.663 0.164 0.262
-0.001 0.042 0.409
-0.100 0.036 0.036
0.099 0.605 0.163
-0.421 0.434 0.164
-0.291 0.413 0.045
0.144 0.014 0.033
0.037 0.093 0.121
-0.893 0.568 -0.251
0.655 -1.295 -0.334
-0.644 0.800 0.658
0.669 0.156 0.219
1.502 -0.751 0.557
-1.181 0.495 -0.075
0.117 0.205 -0.829
0.039 -0.030 -0.066
0.192 -0.097 0.047
0.173 -0.106 0.065
-0.612 0.501 0.393
-0.279 -0.076 -0.107
0.232 -0.232 -0.205
-0.189 0.090 0.307
0.176 -0.484 0.577
0.048 -0.524 -0.449
0.053 0.099 -0.382
-1.353 -0.040 -0.598
1.120 -0.016 0.576
-0.150 0.547 -0.223
-0.093 -0.062 -0.197
0.124 0.106 -0.014
-0.119 0.000 0.150
0.404 -0.033 0.147
0.022 0.145 0.063
-0.032 0.166 0.121
-1.650 -0.913 -0.516
1.005 1.189 0.338
0.152 0.216 -0.183
0.007 -0.204 -0.073
0.195 -0.335 0.403
-0.018 -0.391 0.366
0.057 0.387 -0.069
0.008 -0.085 -0.082
0.240 0.407 -0.063
-0.086 0.057 -0.102
-0.032 0.116 0.145
-0.035 -0.420 -0.063

***

4.
Formula: C24H39As3F5NO9P2W
Source: the Open Molecules 2025 dataset
Level of theory: wB97M-V/def2-TZVPD

Computed properties:
Charge: +1
Kohn-Sham gap (spin up / spin down), hartree: 0.290 / 0.204
E_LUMO (spin up / spin down), hartree: -0.0974 / -0.1834
Strongest force on any atom, eV Å⁻¹: 0.25
Energy above the lowest of the compared OMol25 structures with the same formula, charge and spin, kcal per mole: 35.96
2S+1: 4
E_tot, Eh: -9626.19001

Atoms and positions in Å:
1 W -0.09952 -0.43906 0.64193
2 C 1.96620 0.13905 -3.27615
3 C 2.19119 1.13877 -2.14796
4 O 2.99212 2.25717 -2.52815
5 P 2.99679 0.33938 -0.68991
6 O 3.72364 -0.95569 -1.20921
7 O 4.20196 1.27170 -0.31448
8 O 2.06958 0.08070 0.45317
9 P 0.57213 1.87548 -1.68041
10 O 0.97046 2.88302 -0.48939
11 O -0.11417 2.52667 -2.79878
12 O -0.21315 0.73230 -0.98932
13 H 2.91825 -0.25724 -3.63290
14 H 1.43764 0.63608 -4.09027
15 H 1.36726 -0.70268 -2.92402
16 H 3.47718 2.05105 -3.33525
17 H 3.55798 -1.74660 -0.67156
18 H 4.04945 2.21016 -0.49596
19 H 1.09342 3.77216 -0.84910
20 C -1.85556 2.78078 1.20245
21 As -2.37399 0.92828 1.01602
22 C -3.58126 0.73695 2.52666
23 C -3.45754 1.12995 -0.59509
24 C -4.32433 -0.01303 -1.11920
25 C -5.34844 -0.44694 -0.06653
26 C -3.48836 -1.21915 -1.56071
27 As -2.14125 -1.96046 -0.36484
28 C -3.07796 -2.91899 1.03554
29 C -1.54201 -3.43945 -1.45116
30 C -5.11956 0.49507 -2.34387
31 As -4.39472 1.42370 -3.95544
32 C -2.61817 0.64342 -4.27073
33 C -3.77979 3.12981 -3.18678
34 H -2.70090 3.35330 1.58315
35 H -1.57528 3.15884 0.22148
36 H -1.00447 2.85737 1.87176
37 H -4.50571 1.26862 2.30568
38 H -3.10663 1.19094 3.39391
39 H -3.80416 -0.30384 2.74380
40 H -2.71529 1.41677 -1.34238
41 H -4.08312 2.00735 -0.40890
42 H -4.88705 -0.90609 0.80794
43 H -6.04261 -1.17403 -0.49095
44 H -5.93288 0.41182 0.27077
45 H -2.92369 -0.97217 -2.45899
46 H -4.14636 -2.05392 -1.81897
47 H -3.94506 -3.42933 0.61853
48 H -3.39487 -2.25373 1.83440
49 H -2.38149 -3.64535 1.44991
50 H -2.40931 -4.00989 -1.78219
51 H -0.89108 -4.07705 -0.85650
52 H -0.99146 -3.05981 -2.30821
53 H -5.87752 1.20529 -1.99491
54 H -5.68316 -0.35401 -2.74174
55 H -2.70773 -0.38518 -4.61987
56 H -1.94557 0.70976 -3.41620
57 H -2.17895 1.23485 -5.07454
58 H -4.50830 3.49159 -2.46082
59 H -3.72636 3.85572 -3.99674
60 H -2.79200 3.05649 -2.73318
61 O 0.28890 0.67116 1.99682
62 N -0.50755 0.62700 3.89266
63 C -0.86974 -0.50967 4.46335
64 C -1.05298 -0.54999 5.83665
65 C -0.82963 0.60524 6.57273
66 C -0.42105 1.76684 5.93252
67 C -0.25368 1.73951 4.55809
68 H -0.98648 -1.36611 3.81077
69 H -1.35188 -1.47316 6.31196
70 H -0.95956 0.59716 7.64657
71 H -0.22211 2.67504 6.48298
72 H 0.08703 2.58998 3.98246
73 F 4.14294 -6.02164 0.27867
74 C 3.31232 -5.00006 0.09585
75 C 2.83275 -4.71388 -1.17618
76 F 3.21302 -5.46485 -2.20410
77 C 1.96642 -3.65345 -1.38983
78 F 1.54173 -3.40163 -2.63596
79 C 1.53150 -2.83570 -0.33565
80 O 0.69263 -1.83571 -0.58981
81 C 2.06384 -3.16280 0.89308
82 F -0.26541 -1.95416 1.87593
83 C 2.91221 -4.19973 1.15874
84 F 3.35570 -4.45886 2.38783

Forces on the atoms, in the same order (eV/Å):
-0.093 -0.092 -0.095
0.010 0.009 -0.014
-0.067 -0.074 -0.003
0.011 0.027 0.012
0.092 0.132 -0.185
0.047 0.023 0.081
-0.034 0.037 0.162
-0.022 -0.176 0.091
0.038 0.012 -0.024
0.008 -0.092 -0.118
0.022 0.012 -0.019
-0.017 0.152 0.140
-0.006 0.002 -0.007
0.005 -0.003 -0.002
0.007 0.006 -0.014
-0.013 -0.019 -0.031
-0.037 -0.025 -0.016
0.008 -0.015 -0.082
-0.011 0.041 0.031
-0.015 0.048 -0.011
-0.022 0.004 0.047
-0.021 -0.002 0.022
0.025 -0.019 0.008
0.017 -0.002 -0.036
-0.038 0.029 -0.009
-0.007 0.013 -0.032
-0.031 -0.050 0.025
-0.020 0.019 0.030
-0.001 0.019 -0.029
0.024 -0.036 0.040
-0.017 0.008 -0.008
-0.002 0.020 0.011
0.011 -0.032 0.008
-0.014 -0.022 0.004
0.027 0.008 0.020
0.013 0.009 -0.013
0.002 -0.009 -0.004
0.013 -0.010 0.009
-0.005 0.005 0.017
-0.013 0.004 -0.021
0.003 0.001 0.008
0.025 -0.002 0.002
-0.003 -0.002 -0.003
-0.014 -0.024 0.013
0.027 -0.001 0.004
-0.023 0.019 0.005
0.000 0.003 -0.001
0.002 -0.002 0.004
0.014 0.008 -0.007
-0.012 0.011 0.011
0.013 0.003 -0.007
0.010 -0.027 0.001
0.000 -0.005 0.010
-0.005 0.022 -0.046
0.001 -0.004 0.003
0.004 -0.002 0.006
0.006 -0.013 -0.002
0.005 0.011 0.004
-0.012 -0.010 -0.013
-0.007 0.008 0.008
0.011 0.185 0.125
-0.033 -0.028 -0.006
0.013 0.011 -0.027
0.009 0.046 0.016
-0.009 -0.031 0.020
0.001 -0.007 -0.017
-0.012 -0.002 0.012
-0.013 -0.008 0.011
0.000 -0.004 -0.001
-0.001 -0.003 0.000
-0.001 0.005 -0.005
0.010 0.001 0.004
-0.005 -0.004 0.002
0.000 0.028 0.035
-0.010 0.012 -0.008
0.003 0.008 0.007
0.006 -0.029 -0.010
0.010 -0.009 0.011
-0.100 0.030 0.007
0.116 -0.102 -0.117
0.023 0.022 0.022
0.051 -0.022 -0.029
0.009 -0.054 -0.023
0.011 0.000 -0.017